DFT (ωB97M-V/def2-TZVPD) results for C36H25DyIN3O3S as an isolated structure in a non-equilibrium geometry.

- <S²> = 9.339
- frontier orbital gap (spin up / spin down) (eV) = 6.033 / 6.031
- spin multiplicity = 6

Atoms and positions in Å:
Dy -0.758 1.151 0.416
C 8.812 -3.661 -0.562
O 8.556 -3.921 0.859
C 7.811 -3.096 1.639
C 7.583 -1.754 1.263
C 6.615 -1.018 1.962
C 5.764 -1.630 2.852
C 6.059 -2.903 3.305
C 7.041 -3.600 2.736
N 4.591 -0.974 3.087
N 3.681 -1.657 3.729
C 2.416 -1.161 3.701
C 1.385 -2.018 4.037
C 0.180 -1.923 3.356
C -0.002 -0.683 2.608
O -1.085 -0.413 1.889
C 0.969 0.423 2.793
N 0.569 1.639 2.235
C 1.510 2.614 2.265
C 2.740 2.562 2.918
C 3.069 1.349 3.510
C 2.216 0.223 3.342
H 8.074 -3.088 -1.159
H 8.989 -4.624 -1.040
H 9.724 -3.082 -0.751
H 8.200 -1.359 0.443
H 6.487 0.042 1.642
H 5.388 -3.354 3.998
H 7.265 -4.612 3.023
H 1.695 -2.937 4.589
H -0.603 -2.618 3.520
H 1.240 3.544 1.780
H 3.439 3.363 3.006
H 4.025 1.188 4.029
I 0.369 3.248 -1.637
C -1.244 4.417 -0.965
C -1.214 5.695 -1.399
C -2.494 6.444 -1.470
C -3.678 5.879 -1.004
C -3.659 4.544 -0.478
C -4.915 3.934 -0.062
C -4.881 2.638 0.474
C -3.651 1.866 0.347
C -2.577 2.525 -0.134
C -2.435 3.821 -0.511
H -0.313 6.153 -1.856
H -2.486 7.525 -1.696
H -4.637 6.351 -0.956
H -5.873 4.448 -0.258
H -5.723 2.182 1.031
H -3.740 0.765 0.576
C -8.073 -3.155 -5.272
C -6.986 -3.219 -4.169
O -6.414 -4.117 -3.645
S -6.678 -1.496 -3.631
C -4.997 -1.434 -3.448
C -4.339 -2.371 -2.571
C -3.034 -2.149 -2.164
C -2.377 -0.952 -2.526
C -2.955 -0.096 -3.500
C -4.257 -0.294 -3.878
C -1.171 -0.509 -1.896
C -0.077 -0.100 -1.383
H -9.029 -2.905 -4.701
H -8.052 -4.145 -5.702
H -7.765 -2.420 -6.023
H -4.865 -3.291 -2.303
H -2.476 -2.894 -1.558
H -2.327 0.617 -4.062
H -4.623 0.483 -4.590